The following is a quantum chemistry calculation of a single C4H8O2 molecule, from the Open Molecules 2025 dataset.

```
! wB97M-V def2-TZVPD RIJCOSX def2/J DEFGRID3
* xyz 0 1
O -1.0667 -1.7952 -0.6264
C 0.0895 -1.3446 0.0636
C -0.0796 0.1170 0.3722
O -1.1096 0.3385 1.2918
C 0.0816 1.1613 -0.7127
C 1.0678 1.0542 0.4284
H -1.1930 -1.1594 -1.3456
H 1.0129 -1.5471 -0.4988
H 0.1274 -1.9112 1.0001
H -1.8255 -0.2554 1.0181
H -0.6398 1.9719 -0.6669
H 0.4330 0.9162 -1.7139
H 2.0455 0.6467 0.1846
H 1.0597 1.8181 1.1983
*
```

Computed properties:
HOMO-LUMO gap ... 0.3915 hartree
E_HOMO ... -9.782 eV
Calculated total energy ... -8371.4910 eV
SMILES string ... OCC1(O)CC1
Largest force on an atom ... 0.00557 hartree/bohr